[1]
{"formula": "C6H13ClOSi", "method": "wB97M-V/def2-TZVPD", "lumo_energy_ha": 0.030, "smiles": "C[Si](C)(C)[C@@]1(CCl)CO1", "energy_ha": -1061.27486, "homo_lumo_gap_ev": 10.60, "species": ["C", "Si", "C", "C", "C", "C", "Cl", "C", "O", "H", "H", "H", "H", "H", "H", "H", "H", "H", "H", "H", "H", "H"], "xyz": [[0.905, 1.764, 0.421], [0.612, -0.051, 0.372], [2.018, -0.772, -0.628], [0.577, -0.936, 2.106], [-1.146, 0.077, -0.422], [-1.235, 0.580, -1.854], [-0.844, -0.963, -2.678], [-2.335, -0.661, 0.002], [-2.125, 0.613, 0.482], [1.555, 1.748, 1.200], [1.297, 2.223, -0.523], [-0.071, 2.171, 0.755], [2.260, -1.696, -0.372], [1.792, -0.688, -1.705], [2.907, -0.139, -0.473], [1.635, -1.042, 2.459], [0.096, -0.333, 2.887], [0.217, -1.950, 1.993], [-0.461, 1.236, -1.913], [-2.261, 0.898, -2.016], [-2.993, -0.700, -0.856], [-2.402, -1.380, 0.762]], "forces_ev_per_a": [[-2.1444, 0.1214, -1.9215], [-0.7606, -0.6397, 0.0624], [-0.9657, 4.3284, -1.5829], [1.2606, 1.2198, -0.5889], [0.6310, -1.1328, 1.1166], [-1.4824, -2.9788, 2.2107], [-0.0321, 0.2877, -1.1652], [-0.1532, 0.0289, -1.5321], [0.1101, 2.1061, 0.3671], [2.4035, 1.1106, 2.3065], [-0.3165, -0.3616, 1.0432], [0.7114, 0.3133, -0.2482], [0.9901, -4.3230, 0.9052], [0.1113, -0.2669, 0.3762], [-0.2684, -0.0978, 0.1309], [-0.6168, 0.1195, -0.4361], [-0.3328, -0.4753, -0.2896], [-0.4724, -0.1215, 0.2018], [1.7909, 2.2599, -1.3216], [0.2681, 0.2946, -0.6072], [-0.8809, -0.5024, 0.3520], [0.1493, -1.2907, 0.6207]]}

***

[2]
{"formula": "C3H5BrO", "method": "wB97M-V/def2-TZVPD", "lumo_energy_ha": 0.015, "energy_ha": -2766.47861, "homo_lumo_gap_ev": 10.32, "species": ["C", "C", "C", "O", "Br", "H", "H", "H", "H", "H"], "xyz": [[-0.196, -1.406, 0.807], [-0.104, -0.490, -0.151], [0.152, 0.940, -0.044], [1.014, 1.441, -1.001], [-1.701, 1.882, -0.221], [-0.421, -2.571, 0.584], [-0.208, -1.262, 1.822], [-0.134, -0.615, -1.294], [0.638, 1.306, 1.147], [0.958, 0.776, -1.650]], "forces_ev_per_a": [[-0.9670, -3.4715, -3.2129], [0.2455, -0.4165, -1.7904], [1.3110, 3.0631, 4.8391], [-0.6596, 0.4221, 1.8623], [0.9637, -0.4304, 0.1424], [0.6555, 3.0064, 0.0720], [0.2566, 1.0304, 2.2189], [-0.3596, -1.1920, 1.7002], [-1.8498, -1.0549, -3.7630], [0.4036, -0.9567, -2.0683]]}

***

[3]
{"formula": "C4H12NOS", "method": "wB97M-V/def2-TZVPD", "charge": -1, "lumo_energy_ha": 0.148, "energy_ha": -687.82279, "homo_lumo_gap_ev": 6.99, "species": ["C", "C", "S", "N", "H", "H", "H", "H", "H", "H", "C", "O", "C", "H", "H", "H", "H", "H", "H"], "xyz": [[1.909, -2.296, -0.661], [1.221, -1.282, 0.251], [0.323, -0.006, -0.683], [2.857, -1.710, -1.612], [1.140, -2.806, -1.245], [2.442, -3.055, -0.081], [1.982, -0.838, 0.902], [0.530, -1.829, 0.901], [3.594, -1.252, -1.082], [2.350, -0.939, -2.049], [-2.047, 2.203, 0.731], [-1.006, 1.800, 1.588], [-3.115, 1.137, 0.587], [-2.493, 3.104, 1.162], [-1.649, 2.461, -0.256], [-0.396, 1.248, 1.045], [-3.482, 0.850, 1.573], [-3.953, 1.496, -0.014], [-2.686, 0.259, 0.106]], "forces_ev_per_a": [[-0.0162, 0.0938, -0.1846], [0.0053, -0.2145, 0.0594], [0.0655, 0.0950, -0.0367], [0.0257, 0.0359, -0.0691], [-0.0386, -0.0588, -0.0073], [0.0000, -0.0446, 0.1245], [0.0109, 0.0995, 0.0173], [-0.0105, 0.0117, 0.0470], [0.0084, 0.0063, 0.0336], [0.0091, -0.0122, 0.0030], [0.0166, -0.0114, 0.0108], [0.0640, 0.1694, 0.2054], [0.0103, -0.1207, -0.0264], [0.0390, 0.1189, 0.0172], [-0.0014, 0.0257, -0.0296], [-0.0848, -0.1500, -0.1639], [-0.0623, -0.0212, 0.0533], [-0.0655, 0.0323, -0.0398], [0.0246, -0.0552, -0.0142]]}

***

[4]
{"formula": "C25H31FN5O2PtS2", "method": "wB97M-V/def2-TZVPD", "charge": 1, "lumo_energy_ha": -0.100, "energy_ha": -2410.83333, "homo_lumo_gap_ev": 8.24, "species": ["Pt", "C", "N", "C", "C", "C", "C", "C", "N", "C", "C", "C", "C", "C", "C", "H", "H", "H", "H", "H", "H", "H", "H", "H", "H", "H", "C", "O", "H", "H", "H", "C", "S", "C", "O", "H", "H", "H", "H", "H", "H", "C", "C", "C", "N", "N", "C", "N", "S", "H", "H", "H", "H", "H", "H", "H", "F", "C", "C", "C", "C", "C", "C", "H", "H", "H", "H"], "xyz": [[-0.987, 0.205, -0.399], [-1.261, -0.953, 2.427], [-1.578, -1.096, 1.006], [-2.559, -1.863, 0.620], [-2.993, -1.765, -0.709], [-3.869, -2.465, -1.544], [-3.773, -1.865, -2.795], [-2.844, -0.823, -2.688], [-2.393, -0.754, -1.434], [0.154, -1.307, 2.800], [0.800, -2.399, 2.235], [2.093, -2.720, 2.616], [2.745, -1.961, 3.578], [2.101, -0.875, 4.154], [0.811, -0.548, 3.761], [-1.969, -1.581, 2.975], [-1.467, 0.082, 2.712], [-3.018, -2.541, 1.333], [-4.490, -3.299, -1.263], [-4.306, -2.140, -3.689], [-2.490, -0.159, -3.461], [0.299, -2.994, 1.482], [2.592, -3.568, 2.165], [3.751, -2.220, 3.883], [2.600, -0.285, 4.912], [0.309, 0.304, 4.207], [-3.703, 1.310, 0.608], [-2.376, 1.659, 0.298], [-3.799, 0.917, 1.630], [-4.108, 0.561, -0.080], [-4.346, 2.193, 0.536], [-1.738, 4.045, -1.670], [-1.825, 2.411, -2.378], [-1.224, 2.804, -4.012], [-0.589, 1.649, -1.828], [-2.376, 4.694, -2.271], [-0.705, 4.387, -1.690], [-2.118, 3.975, -0.656], [-1.951, 3.451, -4.501], [-1.130, 1.871, -4.563], [-0.254, 3.292, -3.929], [5.013, 1.350, 0.603], [4.079, 0.523, 1.487], [2.663, 0.983, 1.386], [1.750, 0.357, 0.751], [0.539, 1.007, 0.771], [0.549, 2.147, 1.446], [-0.528, 2.907, 1.631], [2.111, 2.491, 2.094], [6.033, 0.979, 0.682], [5.017, 2.401, 0.896], [4.706, 1.287, -0.441], [4.401, 0.563, 2.529], [4.082, -0.524, 1.183], [-1.430, 2.545, 1.227], [-0.460, 3.747, 2.176], [3.031, -3.485, -3.212], [2.143, -2.692, -2.585], [2.293, -1.323, -2.670], [1.375, -0.511, -2.019], [0.328, -1.065, -1.288], [0.191, -2.444, -1.243], [1.104, -3.270, -1.888], [3.116, -0.907, -3.236], [1.501, 0.561, -2.076], [-0.632, -2.908, -0.719], [1.009, -4.348, -1.861]], "forces_ev_per_a": [[0.0140, 0.0095, 0.1323], [0.0057, 0.0248, -0.0238], [-0.1130, -0.0546, -0.0101], [0.0034, 0.0463, 0.0111], [0.0019, -0.0195, -0.0493], [-0.0111, 0.0169, 0.0289], [-0.0077, 0.0255, -0.0151], [-0.0092, -0.0024, -0.0296], [0.0432, -0.1106, 0.0898], [0.0085, -0.0402, -0.0035], [-0.0114, 0.0111, -0.0096], [0.0170, 0.0094, 0.0199], [-0.0029, -0.0227, -0.0014], [-0.0037, -0.0035, 0.0055], [-0.0182, 0.0159, 0.0222], [0.0189, -0.0019, 0.0236], [-0.0209, -0.0003, -0.0123], [0.0060, -0.0009, 0.0077], [0.0003, -0.0018, 0.0002], [0.0051, -0.0025, -0.0023], [-0.0042, -0.0173, 0.0102], [0.0089, 0.0078, 0.0022], [-0.0070, -0.0024, -0.0058], [0.0018, 0.0007, 0.0023], [-0.0017, 0.0030, -0.0008], [0.0049, -0.0058, 0.0032], [-0.0397, -0.0170, 0.0219], [-0.0004, 0.1137, -0.0310], [0.0022, -0.0105, -0.0113], [0.0040, 0.0151, -0.0016], [0.0203, 0.0211, 0.0379], [-0.0146, -0.0018, -0.0270], [0.0508, 0.0396, 0.0138], [-0.0263, 0.0160, -0.0092], [0.0550, -0.0518, 0.0501], [0.0057, 0.0165, 0.0100], [0.0034, -0.0088, -0.0023], [0.0167, -0.0319, 0.0262], [0.0023, 0.0022, -0.0025], [-0.0029, -0.0136, 0.0181], [-0.0049, -0.0010, -0.0031], [0.0015, -0.0149, 0.0095], [0.0186, 0.0188, -0.0558], [-0.0123, 0.0289, 0.0372], [0.0100, 0.0783, 0.0370], [0.0478, 0.0288, -0.2660], [-0.1171, -0.1105, 0.0704], [0.0514, -0.0692, -0.0844], [-0.0092, 0.0025, 0.0173], [0.0008, 0.0025, -0.0008], [-0.0005, 0.0020, -0.0036], [0.0071, 0.0076, 0.0009], [-0.0126, 0.0003, 0.0011], [0.0028, 0.0070, 0.0061], [-0.0188, 0.0508, -0.0049], [-0.0151, -0.0083, 0.0160], [0.0050, 0.0057, 0.0044], [-0.0052, -0.0356, -0.0145], [-0.0127, 0.0601, 0.0098], [0.0207, -0.0805, -0.0128], [0.0420, 0.0519, -0.0465], [0.0145, 0.0417, -0.0310], [-0.0115, -0.0346, 0.0062], [-0.0023, 0.0001, -0.0002], [-0.0075, 0.0038, 0.0150], [0.0038, -0.0122, 0.0030], [-0.0015, 0.0026, 0.0009]]}

***

[5]
{"formula": "C2HClO4", "method": "wB97M-V/def2-TZVPD", "lumo_energy_ha": 0.008, "smiles": "O=C(O)Cl.O=C=O", "energy_ha": -838.00085, "homo_lumo_gap_ev": 11.65, "species": ["O", "C", "O", "Cl", "H", "O", "C", "O"], "xyz": [[0.860, 0.109, -1.691], [-0.101, 0.302, -1.046], [-0.382, 1.356, -0.369], [-1.350, -1.030, -0.905], [-1.390, 1.522, -0.309], [0.213, 0.163, 1.817], [0.833, -0.733, 1.466], [1.318, -1.689, 1.039]], "forces_ev_per_a": [[0.6096, -0.0318, -0.0442], [-0.4264, -1.8831, -1.1724], [-2.9459, 2.3272, 0.3775], [0.1582, 0.6408, -0.0049], [2.3210, -0.6877, 0.1549], [-0.2660, 1.3492, 1.1853], [-0.2754, -1.4129, -0.5876], [0.8249, -0.3018, 0.0914]]}

***

[6]
{"formula": "C4H9NO3", "method": "wB97M-V/def2-TZVPD", "lumo_energy_ha": [-0.021, -0.021], "energy_ha": -438.22096, "homo_lumo_gap_ev": [7.83, 7.83], "species": ["C", "C", "C", "C", "N", "O", "O", "O", "H", "H", "H", "H", "H", "H", "H", "H", "H"], "xyz": [[0.469, 0.041, -0.331], [-0.092, 1.287, -0.035], [1.780, -0.254, 0.407], [-0.651, -1.431, 0.516], [0.580, -0.277, -1.728], [-1.309, -1.041, 1.461], [-2.137, 1.268, 0.697], [-0.366, -2.421, -0.078], [-1.923, 0.420, 1.203], [-2.893, 1.068, 0.133], [0.799, -1.260, -1.839], [-0.286, -0.101, -2.226], [-0.432, 1.945, -0.823], [0.146, 1.772, 0.898], [2.596, 0.333, -0.019], [1.692, -0.036, 1.471], [2.027, -1.311, 0.292]], "forces_ev_per_a": [[0.4568, 1.6982, -0.3649], [1.1549, -0.9013, -0.5678], [-0.2967, -0.4425, 0.1642], [-0.8199, -1.0297, 1.1541], [-0.1474, -0.1640, 0.0598], [0.6059, 0.1283, -0.5415], [-0.2683, -0.4469, 0.7332], [0.2837, 0.8226, -0.3211], [-0.4178, 0.7662, -0.6066], [0.1026, -0.0901, 0.0442], [-0.0933, -0.0348, 0.0038], [0.0599, -0.0288, 0.0154], [-0.2900, -0.1581, 0.0332], [-0.2687, -0.1373, 0.1781], [-0.1402, 0.0036, -0.0308], [0.0117, -0.0008, -0.0050], [0.0669, 0.0153, 0.0516]]}